C4H6O2 | ωB97M-V/def2-TZVPD

LUMO = 0.7 eV
Highest occupied orbital energy = -9.7 eV
SMILES string = CC(=O)CC=O
Calculated total energy = -8338.8897 eV
Orbital gap = 10.34 eV
Charge = 0

Each line ends with the Löwdin charge.
CARTESIAN COORDINATES (ANGSTROEM)
C1 -1.6561 0.2167 -0.5855  0.00
C2 -0.6268 -0.1338 0.4061  -0.53
O1 -0.8337 -0.9243 1.3053  0.07
C3 0.7174 0.4354 0.0806  -0.09
C4 1.8185 -0.5231 0.4165  -0.24
O2 2.9204 -0.4624 -0.0688  0.06
H1 -1.3449 -0.7952 -1.0017  0.14
H2 -1.4118 0.9490 -1.3592  0.08
H3 -2.6330 0.4353 -0.1262  0.10
H4 0.8145 0.8157 -0.9448  0.13
H5 0.7224 1.3006 0.7510  0.15
H6 1.5130 -1.3140 1.1268  0.13

Atomic forces in eV per Å
C 0.1 -0.6 -0.4
C 0.2 0.3 0.6
O 0.2 0.6 -0.1
C 0.3 0.2 0.2
C 0.5 0.0 0.0
O -0.3 -0.1 0.2
H -2.1 0.6 -0.8
H 0.2 0.0 0.5
H 0.2 -1.0 -0.6
H 0.0 -0.2 0.3
H 0.5 0.2 0.0
H 0.2 0.0 0.0

C4H6O2 | ωB97M-V/def2-TZVPD

LUMO = 0.9 eV
Highest occupied orbital energy = -9.9 eV
SMILES string = CC(=O)[C@H]1CO1
Calculated total energy = -8338.7645 eV
Orbital gap = 10.82 eV
Charge = 0

Each line ends with the Löwdin charge.
CARTESIAN COORDINATES (ANGSTROEM)
C1 -0.2857 0.8065 -1.4083  0.00
C2 0.7861 0.4992 -0.3919  -0.39
O1 1.8062 1.1460 -0.2934  0.09
C3 0.5805 -0.6709 0.5369  -0.22
C4 -0.5449 -0.6955 1.4813  -0.09
O2 -0.5391 -1.5143 0.3284  -0.04
H1 -1.0063 -0.0062 -1.5026  0.08
H2 -0.8090 1.7237 -1.1245  0.09
H3 0.2003 0.9908 -2.3659  0.09
H4 1.5028 -1.1729 0.8255  0.15
H5 -1.2777 0.1115 1.4865  0.12
H6 -0.4131 -1.2178 2.4280  0.12

Atomic forces in eV per Å
C -0.1 0.0 0.0
C 0.2 0.1 0.1
O -0.3 -0.2 -0.1
C 0.3 0.1 0.1
C -0.1 0.1 0.2
O -0.1 -0.2 -0.1
H 0.1 0.1 0.0
H 0.1 -0.1 0.0
H 0.0 0.0 0.0
H -0.1 0.1 0.0
H 0.1 -0.1 -0.1
H 0.0 0.1 -0.1

C4H6O2 | ωB97M-V/def2-TZVPD

LUMO = 0.8 eV
Highest occupied orbital energy = -10.2 eV
SMILES string = C#C[C@H](O)CO
Calculated total energy = -8337.2028 eV
Orbital gap = 11.07 eV
Charge = 0

Each line ends with the Löwdin charge.
CARTESIAN COORDINATES (ANGSTROEM)
C1 -2.4641 -0.3990 -0.2533  0.12
C2 -1.3354 -0.0205 0.0222  -0.04
C3 0.0095 0.6471 0.3006  -0.46
O1 0.4548 1.6006 -0.5595  0.00
C4 1.1634 -0.3119 0.4860  -0.28
O2 1.4115 -1.0429 -0.6410  -0.04
H1 -3.4984 -0.6863 -0.3669  0.03
H2 -0.1256 1.1206 1.2414  0.13
H3 0.7067 1.0422 -1.3465  0.13
H4 2.0782 0.3691 0.5714  0.15
H5 1.0017 -0.8751 1.5239  0.16
H6 0.5976 -1.4439 -0.9781  0.10

Atomic forces in eV per Å
C 1.5 0.5 0.7
C -0.9 0.1 -0.9
C -0.7 -1.5 1.4
O -0.2 0.1 -3.1
C 0.6 0.6 3.2
O 0.0 -1.2 -1.3
H 0.6 0.0 -0.1
H -0.2 0.6 1.0
H 0.0 1.3 0.6
H -1.2 -1.0 0.4
H 0.5 0.5 -2.2
H 0.1 -0.1 0.2

Number 1: strongest force on any atom 2.3 eV Å⁻¹. Number 2: strongest force on any atom 0.4 eV Å⁻¹. Number 3: strongest force on any atom 3.4 eV Å⁻¹.